1.
Density functional theory data (ωB97M-V/def2-TZVPD) for a molecular structure, C14H27NO13PbS2.

Atoms and positions in Å:
1 Pb 1.5352 0.9950 -1.4379
2 C 3.2773 3.8409 -0.3996
3 O 3.4381 2.7604 -1.2297
4 H 2.3049 3.8258 0.1402
5 H 4.0089 3.8730 0.4431
6 H 3.3913 4.7848 -0.9673
7 C -3.6354 -0.1387 -1.9456
8 C -2.5876 0.1754 -0.8776
9 C -3.2717 -0.1238 0.4934
10 C -3.0481 -1.5823 0.9139
11 C -1.5782 -1.9858 0.8837
12 C -0.9818 -1.8500 -0.5142
13 N -1.2814 -0.4673 -0.9289
14 O -0.6694 -0.2135 -2.2000
15 C -1.6462 -2.8737 -1.5213
16 C 0.5112 -2.0971 -0.3972
17 C -2.3967 1.7168 -0.8466
18 H -4.4370 0.6089 -1.9190
19 H -4.1288 -1.1092 -1.8546
20 H -3.1518 0.0211 -2.9132
21 H -4.3641 -0.1144 0.4242
22 H -2.8820 0.4117 1.3633
23 H -3.7539 -2.1744 0.3208
24 H -3.3601 -1.7773 1.9508
25 H -1.5753 -3.0555 1.1266
26 H -0.9869 -1.3872 1.5777
27 H -2.2721 -2.3582 -2.2545
28 H -2.1508 -3.7367 -1.0730
29 H -0.9698 -3.2902 -2.2761
30 H 0.9930 -1.2740 0.1352
31 H 1.0971 -2.3089 -1.2903
32 H 0.8095 -2.9368 0.2496
33 H -3.3479 2.2133 -0.6117
34 H -2.2407 2.0970 -1.8605
35 H -1.5825 2.0412 -0.2049
36 S 1.4168 2.2775 -4.2499
37 O 2.1798 1.1053 -3.7569
38 O 2.4176 3.3055 -4.4701
39 O 0.6986 1.9705 -5.5031
40 O 0.4724 2.4876 -3.1115
41 S 4.6433 -1.0600 -1.8761
42 O 4.5315 -2.3523 -2.6383
43 O 5.0825 0.0190 -2.8059
44 O 3.3669 -0.5667 -1.2473
45 O 5.6814 -1.3400 -0.8310
46 C 1.9558 -0.4890 4.8143
47 C 0.8258 -0.4561 3.7776
48 C -0.3093 0.5081 4.2070
49 O -0.5186 1.3316 3.0785
50 C 0.4500 1.0907 2.1342
51 O 0.4900 1.6181 1.0835
52 O 1.2987 0.1519 2.5897
53 H 2.6156 0.3688 4.6728
54 H 2.5799 -1.3633 4.6137
55 H 1.7248 -0.5307 5.8805
56 H 0.5235 -1.4816 3.5721
57 H -0.0891 1.0920 5.1004
58 H -1.1042 -0.1976 4.4670

Results
**Relative energy (zero: lowest compared OMol25 entry of this formula, charge and spin)**: 0.0000 eV
**HOMO**: 4.76 eV
**Total charge**: -4
**HOMO-LUMO gap**: 2.147 eV

---

2.
Density functional theory data (ωB97M-V/def2-TZVPD) for 2 unconnected molecules or ions with the total composition C14H28BBrF3IN4O4P2S.

Atoms and positions in Å:
1 C -0.9484 -0.9346 1.1910
2 C -1.1275 -0.4400 -0.2980
3 S 0.4380 0.2980 -0.8781
4 C 0.8195 1.8308 -0.0050
5 P 1.4773 3.4193 -0.8796
6 F 2.9747 2.5417 -1.0181
7 B 2.4742 4.8970 -1.7379
8 N 2.6644 4.9807 -3.2294
9 O 3.1503 5.9347 -1.0515
10 C 1.9625 4.0361 0.9169
11 Br 1.1602 5.7686 1.4584
12 C 3.4832 3.9228 1.2552
13 C 3.8698 2.5731 1.9858
14 N -0.0998 4.3148 -0.9084
15 C -1.2994 3.8378 -0.3752
16 O -1.8673 4.4380 0.4577
17 F -1.9948 2.7058 -0.7646
18 C -0.2983 5.4073 -1.7656
19 O -0.4231 6.5091 -1.3981
20 F -0.5451 5.2982 -3.1290
21 P 1.0710 2.7054 -3.0440
22 O -0.5526 2.1429 -3.1293
23 I 2.6598 0.8477 -3.6754
24 H -1.9649 -1.2593 1.5267
25 H -0.6021 -0.0511 1.7707
26 H -0.2082 -1.7630 1.2305
27 H -1.3089 -1.3401 -0.9311
28 H -1.9863 0.2535 -0.3891
29 H 1.7131 1.5194 0.5956
30 H 0.0852 1.9758 0.8241
31 H 3.6663 5.1195 -3.3806
32 H 2.1184 5.7473 -3.6201
33 H 2.5964 6.7332 -1.0957
34 H 1.4973 3.3673 1.6762
35 H 4.1936 4.1320 0.4392
36 H 3.6737 4.7112 2.0261
37 H 4.6176 2.7711 2.7843
38 H 2.9865 2.1223 2.4974
39 H 4.2926 1.8713 1.2403
40 H -0.6971 1.7489 -4.0023
41 C -1.9014 -8.5857 -0.2794
42 C -1.2971 -7.1964 -0.3875
43 N -2.0815 -6.2035 0.3556
44 C -3.3172 -5.7183 -0.0117
45 C -3.6753 -4.8067 0.9258
46 N -2.6478 -4.7491 1.8389
47 C -1.6957 -5.6064 1.4801
48 C -2.5896 -3.8828 3.0163
49 H -2.9296 -8.5978 -0.6450
50 H -1.3232 -9.2970 -0.8683
51 H -1.9137 -8.9238 0.7581
52 H -1.2534 -6.8765 -1.4293
53 H -0.2793 -7.1937 0.0023
54 H -3.7902 -6.0903 -0.9030
55 H -4.5408 -4.1815 1.0544
56 H -0.7706 -5.7791 2.0060
57 H -1.7153 -3.2393 2.9323
58 H -2.5153 -4.4969 3.9124
59 H -3.4850 -3.2698 3.0720

Results
**HOMO**: -5.24 eV
**HOMO-LUMO gap**: 3.784 eV

---

3.
Density functional theory data (ωB97M-V/def2-TZVPD) for 7 unconnected molecules or ions with the total composition C14H28Br14.

Atoms and positions in Å:
1 Br -0.0482 1.0662 -4.1774
2 C 1.7804 1.5435 -4.7173
3 C 2.4943 2.3794 -3.6742
4 Br 4.4126 2.4427 -4.1475
5 H 1.6670 2.1330 -5.6238
6 H 2.2625 0.6138 -4.9984
7 H 2.3843 1.9926 -2.6663
8 H 2.1182 3.3964 -3.7178
9 Br 2.4136 -3.1728 2.5164
10 C 3.0040 -3.5855 4.3587
11 C 3.2800 -2.3297 5.1574
12 Br 4.3215 -1.0158 4.1226
13 H 3.8986 -4.2006 4.2753
14 H 2.2688 -4.2562 4.7981
15 H 3.9017 -2.4813 6.0348
16 H 2.3948 -1.7817 5.4635
17 Br -2.8759 -0.8015 -2.2534
18 C -4.5750 -0.3944 -3.1479
19 C -4.7986 -1.4969 -4.1516
20 Br -6.3604 -1.1140 -5.2592
21 H -4.4822 0.5805 -3.6071
22 H -5.2964 -0.4640 -2.3439
23 H -4.9554 -2.4736 -3.6924
24 H -3.9644 -1.7182 -4.8163
25 Br -3.2480 -3.3788 3.8321
26 C -2.2751 -1.7136 3.4870
27 C -3.1150 -0.5435 3.9158
28 Br -2.2966 1.0796 3.2326
29 H -1.9786 -1.7840 2.4452
30 H -1.3529 -1.8331 4.0510
31 H -3.1461 -0.4570 4.9965
32 H -4.1231 -0.5539 3.5183
33 Br -1.3922 3.8998 -2.1338
34 C -3.2461 3.4289 -1.7140
35 C -3.3162 2.5554 -0.4902
36 Br -5.1486 1.9648 -0.2330
37 H -3.7052 2.9655 -2.5842
38 H -3.7419 4.3895 -1.6020
39 H -2.9904 3.0730 0.4079
40 H -2.7329 1.6466 -0.5893
41 Br 1.6968 -3.1042 -1.7007
42 C 0.8440 -1.3938 -1.4187
43 C 0.4204 -1.2511 0.0299
44 Br -0.1477 0.6493 0.2584
45 H -0.0358 -1.3649 -2.0548
46 H 1.5142 -0.5949 -1.7070
47 H 1.2249 -1.3757 0.7449
48 H -0.4461 -1.8434 0.3015
49 Br 3.8373 0.6209 -0.6045
50 C 4.8939 0.7179 1.0542
51 C 4.4746 1.9496 1.8532
52 Br 5.9697 2.6761 2.8755
53 H 5.9568 0.5333 0.9091
54 H 4.6249 -0.2188 1.5448
55 H 3.6182 1.6809 2.4680
56 H 4.1171 2.7177 1.1742

Results
**Relative energy (zero: lowest compared OMol25 entry of this formula, charge and spin)**: 0.8137 eV
**HOMO**: -9.90 eV
**HOMO-LUMO gap**: 10.036 eV

---

4.
Density functional theory data (ωB97M-V/def2-TZVPD) for 7 unconnected molecules or ions with the total composition C14H28Br14.

Atoms and positions in Å:
1 Br 5.9671 -0.9665 -4.1538
2 C 4.6604 0.2865 -3.2685
3 C 3.6419 -0.4303 -2.4375
4 Br 4.5417 -1.5022 -1.0372
5 H 4.1795 0.8650 -4.0573
6 H 5.2123 1.0791 -2.7633
7 H 3.0961 -1.1394 -3.0599
8 H 2.9699 0.2758 -1.9498
9 Br 2.3959 4.7350 -2.4560
10 C 1.1993 6.2852 -2.1488
11 C -0.1947 5.6791 -2.3435
12 Br -1.6083 6.6884 -1.3274
13 H 1.3213 7.0904 -2.8734
14 H 1.4104 6.6289 -1.1362
15 H -0.2614 4.6510 -1.9875
16 H -0.5227 5.6031 -3.3802
17 Br 0.4656 -1.9100 0.7999
18 C 0.8722 0.0673 0.9751
19 C -0.2397 0.8474 0.3130
20 Br 0.4581 2.7188 0.1213
21 H 1.8963 0.2872 0.6735
22 H 0.8919 0.2467 2.0500
23 H -1.1799 0.8277 0.8641
24 H -0.3937 0.4117 -0.6742
25 Br -3.9427 -2.7640 -1.4197
26 C -3.9697 -1.7475 0.3150
27 C -5.0041 -0.6097 0.2509
28 Br -4.7884 0.3221 2.0301
29 H -2.9208 -1.5240 0.5100
30 H -4.1764 -2.4981 1.0778
31 H -6.0350 -0.9604 0.2976
32 H -4.9054 0.2117 -0.4588
33 Br -2.0508 2.7098 2.8091
34 C -3.0181 4.4138 2.8459
35 C -2.3552 5.4685 2.0133
36 Br -3.5338 7.0612 2.3141
37 H -2.9560 4.7781 3.8714
38 H -4.0859 4.4208 2.6272
39 H -2.3738 5.1433 0.9731
40 H -1.3393 5.7194 2.3187
41 Br 5.7759 -4.2786 2.7830
42 C 4.3306 -4.8591 1.5093
43 C 3.2358 -3.8071 1.6959
44 Br 2.5101 -3.7727 3.4989
45 H 3.9074 -5.8463 1.6950
46 H 4.8596 -4.8564 0.5563
47 H 2.3988 -4.0321 1.0349
48 H 3.5486 -2.7818 1.4984
49 Br 0.5013 -5.5086 -0.7146
50 C -1.4064 -5.0661 -0.5295
51 C -2.0661 -6.1866 0.2478
52 Br -4.0661 -5.9026 0.1966
53 H -1.8379 -5.0483 -1.5303
54 H -1.4011 -4.0728 -0.0808
55 H -1.6601 -6.2932 1.2537
56 H -1.9541 -7.1586 -0.2325

Results
**Relative energy (zero: lowest compared OMol25 entry of this formula, charge and spin)**: 1.7795 eV
**HOMO**: -9.66 eV
**HOMO-LUMO gap**: 9.693 eV

---

5.
Density functional theory data (ωB97M-V/def2-TZVPD) for a gas-phase ion, C14H28BrFNO3 (charge +1).

Atoms and positions in Å:
1 C -1.4283 3.0710 -5.5511
2 O -0.2268 3.1401 -4.6696
3 C 0.0550 1.7491 -4.2818
4 C 0.6272 1.5994 -2.7197
5 C -0.1157 2.6062 -1.6607
6 C 0.5839 2.7065 -0.1829
7 C 1.2344 1.2881 0.3657
8 C 0.1333 0.1559 0.7922
9 Br -1.8293 0.5633 0.6830
10 O 0.3226 0.0712 2.2787
11 C 0.1413 -1.3464 2.6374
12 C 0.3977 -1.8515 4.1754
13 C -0.1678 -0.8395 5.3361
14 C -1.6838 -1.3239 5.8113
15 F -2.5249 -0.0882 6.0045
16 N 0.9501 -2.0373 1.5245
17 C 0.2817 -1.3957 0.3005
18 C 1.1588 -1.7859 -1.0231
19 C 0.1306 -2.3762 -2.1758
20 O -0.1618 -3.8015 -1.8796
21 H -1.6484 4.1278 -6.0147
22 H -2.3999 2.7055 -4.9681
23 H -1.2380 2.3301 -6.4676
24 H 0.8083 1.3025 -5.0713
25 H -0.9619 1.1537 -4.4102
26 H 0.3361 0.4980 -2.3949
27 H 1.7928 1.7069 -2.7596
28 H -1.2674 2.3088 -1.6266
29 H -0.0943 3.7030 -2.1223
30 H 1.4804 3.4683 -0.2811
31 H -0.1843 3.1673 0.5792
32 H 1.8307 1.5823 1.3570
33 H 2.0473 0.9403 -0.4017
34 H -0.9571 -1.6817 2.4115
35 H 1.5343 -2.1225 4.2994
36 H -0.2147 -2.8689 4.2973
37 H 0.5472 -0.9846 6.2776
38 H -0.1338 0.2709 4.9519
39 H -2.1756 -2.1023 5.0775
40 H -1.5662 -1.8735 6.8601
41 H 1.0251 -3.0778 1.5407
42 H 1.8492 -1.4722 1.5661
43 H -0.8166 -1.8337 0.1661
44 H 1.9578 -2.6083 -0.6974
45 H 1.7522 -0.9073 -1.5162
46 H 0.5554 -2.1965 -3.2576
47 H -0.9006 -1.7925 -2.0465
48 H -0.8362 -3.8484 -1.1134

Results
**HOMO**: -12.01 eV
**Total charge**: +1
**HOMO-LUMO gap**: 8.746 eV

---

6.
Density functional theory data (ωB97M-V/def2-TZVPD) for 7 unconnected molecules or ions with the total composition C14H28Cl14.

Atoms and positions in Å:
1 Cl 3.0709 -2.7854 0.1763
2 C 4.6921 -2.3071 0.3470
3 C 5.0718 -1.9345 1.7479
4 Cl 4.9249 -3.2958 2.8268
5 H 4.9461 -1.5234 -0.3667
6 H 5.3357 -3.0623 -0.1043
7 H 4.5156 -1.1300 2.2290
8 H 6.1072 -1.6001 1.8138
9 Cl 0.5296 -2.8314 3.1791
10 C 0.2019 -1.9981 4.7440
11 C -1.1968 -1.3562 4.7022
12 Cl -2.5761 -2.4917 4.6365
13 H 0.8055 -1.0907 4.7267
14 H 0.4647 -2.5465 5.6486
15 H -1.1771 -0.7081 3.8260
16 H -1.3558 -0.7241 5.5758
17 Cl 5.0002 -0.8196 -2.7695
18 C 3.8505 -0.6565 -4.1462
19 C 2.5464 -1.0164 -3.5968
20 Cl 2.2740 -2.8164 -3.9031
21 H 4.1783 -1.1663 -5.0521
22 H 4.0320 0.3793 -4.4331
23 H 1.7474 -0.5514 -4.1743
24 H 2.5371 -0.8682 -2.5170
25 Cl -1.1674 -0.1761 1.0423
26 C 0.3622 -0.4418 0.1313
27 C 0.0674 -1.3616 -0.9504
28 Cl -1.0698 -0.5546 -2.0692
29 H 1.1819 -0.7315 0.7889
30 H 0.7048 0.5185 -0.2541
31 H -0.3928 -2.2042 -0.4343
32 H 0.8595 -1.8065 -1.5527
33 Cl -2.7619 2.3654 -3.3053
34 C -3.9837 1.4893 -2.3367
35 C -4.9507 0.6893 -3.2075
36 Cl -5.9618 -0.3041 -2.0792
37 H -4.5401 2.1970 -1.7222
38 H -3.4135 0.8362 -1.6761
39 H -4.4864 -0.0406 -3.8707
40 H -5.6865 1.2759 -3.7576
41 Cl -4.2175 0.4849 4.8916
42 C -3.9390 1.5812 3.5193
43 C -4.4166 0.9789 2.2139
44 Cl -4.4677 2.0824 0.8603
45 H -2.9286 1.8965 3.2589
46 H -4.5617 2.4443 3.7545
47 H -5.2718 0.3054 2.2693
48 H -3.6263 0.3636 1.7838
49 Cl 1.0427 4.9037 -0.1631
50 C 1.5755 3.4138 -0.9952
51 C 0.5004 3.1656 -1.9946
52 Cl 1.0960 2.2192 -3.4377
53 H 1.9497 2.7465 -0.2188
54 H 2.4335 3.8031 -1.5433
55 H -0.0156 4.0381 -2.3952
56 H -0.4402 2.7229 -1.6668

Results
**Relative energy (zero: lowest compared OMol25 entry of this formula, charge and spin)**: 1.3657 eV
**Multiplicity**: 2
**HOMO (spin up / spin down)**: -12.52 / -12.52 eV
**⟨S²⟩**: 0.754
**Total charge**: +1
**HOMO-LUMO gap (spin up / spin down)**: 9.884 / 2.283 eV

---

7.
Density functional theory data (ωB97M-V/def2-TZVPD) for 2 unconnected molecules or ions with the total composition C14H28Cl3O6PS.

Atoms and positions in Å:
1 C 4.2898 0.6884 -0.9732
2 C 3.7247 1.3948 -2.2224
3 C 2.2791 1.0021 -2.5230
4 C 1.2906 1.4913 -1.4548
5 C 0.0094 0.6385 -1.3548
6 C -0.3672 0.2353 0.0822
7 C -0.6504 1.4192 1.0265
8 C -1.8897 2.3054 0.7704
9 O -2.4461 2.1029 -0.5068
10 C -3.8637 2.1783 -0.5492
11 C -4.3662 1.6018 -1.8706
12 C 0.7784 -0.5742 0.7316
13 C 1.1483 -1.8633 0.0090
14 C -0.0651 -2.8095 -0.0589
15 P 0.1069 -4.5302 0.7164
16 O 1.2167 -4.2608 1.8852
17 O 1.0688 -5.1791 -0.4535
18 O -1.2011 -2.2484 0.6426
19 S -1.7978 -0.8929 0.0391
20 O -2.1697 -1.1565 -1.3205
21 O -2.7757 -0.5001 1.0076
22 H 5.2472 0.2159 -1.1911
23 H 4.4733 1.3928 -0.1603
24 H 3.6014 -0.0762 -0.6073
25 H 4.3299 1.1049 -3.0856
26 H 3.8211 2.4788 -2.1346
27 H 2.2298 -0.0846 -2.6465
28 H 1.9920 1.4374 -3.4845
29 H 0.9873 2.5024 -1.7403
30 H 1.7977 1.5953 -0.4930
31 H -0.8160 1.1713 -1.8112
32 H 0.1330 -0.2677 -1.9525
33 H 0.2547 2.0307 1.0021
34 H -0.7228 1.0231 2.0420
35 H -1.5987 3.3566 0.8907
36 H -2.6397 2.1062 1.5405
37 H -4.1775 3.2248 -0.4485
38 H -4.2806 1.6304 0.3004
39 H -3.5333 1.1123 -2.3764
40 H -4.7386 2.3772 -2.5389
41 H -5.1264 0.8396 -1.7137
42 H 1.6492 0.0648 0.8799
43 H 0.4260 -0.8559 1.7256
44 H 1.9930 -2.3212 0.5281
45 H 1.5125 -1.6772 -1.0033
46 H -0.3439 -2.9811 -1.1035
47 H 1.3364 -3.3391 2.1309
48 H 0.9516 -4.7796 -1.3195
49 C -0.6965 -0.9040 4.9636
50 Cl -1.0547 0.7874 5.3007
51 Cl 0.9063 -1.0553 4.2212
52 Cl -0.8101 -1.8869 6.4151
53 H -1.4241 -1.2659 4.2473

Results
**Relative energy (zero: lowest compared OMol25 entry of this formula, charge and spin)**: 0.0000 eV
**HOMO**: -9.24 eV
**HOMO-LUMO gap**: 9.571 eV

---

8.
Density functional theory data (ωB97M-V/def2-TZVPD) for a molecular structure, C14H28ClNO4Si2TeTl.

Atoms and positions in Å:
1 Tl 0.3184 0.6584 -0.1096
2 C 1.7526 0.7542 3.3267
3 Si 1.1336 -0.9941 2.9068
4 C -0.7513 -1.1119 3.1007
5 C 2.0401 -2.4179 3.8044
6 C 1.5340 -1.3019 1.0300
7 C 0.6344 -2.2406 0.4053
8 C 0.8349 -3.6165 0.5996
9 C -0.0617 -4.5131 0.0561
10 C -1.1471 -4.0461 -0.6771
11 C -1.2633 -2.6788 -0.8459
12 N -0.4011 -1.8204 -0.3274
13 Si 3.2357 -1.0926 0.1468
14 C 4.4063 -2.4809 0.7255
15 C 3.9157 0.6529 0.5004
16 C 2.8536 -1.2848 -1.7160
17 H 1.3922 1.0422 4.3092
18 H 1.3686 1.4914 2.6222
19 H 2.8342 0.8363 3.3487
20 H -1.0554 -0.9976 4.1370
21 H -1.1404 -2.0665 2.7588
22 H -1.2507 -0.3283 2.5327
23 H 1.9472 -2.3097 4.8786
24 H 3.0990 -2.4529 3.5741
25 H 1.6122 -3.3809 3.5435
26 H 1.6834 -3.9463 1.1738
27 H 0.0870 -5.5726 0.2079
28 H -1.8686 -4.7190 -1.1079
29 H -2.0684 -2.2296 -1.4085
30 H 4.5827 -2.4665 1.7952
31 H 5.3717 -2.3789 0.2429
32 H 4.0221 -3.4622 0.4672
33 H 4.3865 0.7089 1.4755
34 H 3.1473 1.4231 0.4634
35 H 4.6767 0.9130 -0.2290
36 H 2.4659 -2.2757 -1.9310
37 H 3.7367 -1.1477 -2.3308
38 H 2.1102 -0.5673 -2.0574
39 C 2.8384 2.8917 -2.7547
40 Te 0.7777 3.0947 -2.0727
41 C -0.0618 2.5342 -3.9800
42 H 3.1554 3.7996 -3.2575
43 H 2.9431 2.0515 -3.4299
44 H 3.4636 2.7374 -1.8782
45 H 0.4939 1.7085 -4.4110
46 H -0.0137 3.3941 -4.6444
47 H -1.0962 2.2623 -3.8015
48 O -0.1931 3.1918 0.7259
49 Cl -1.5697 2.8839 0.4297
50 O -2.4216 3.8773 0.8681
51 O -1.6667 2.6782 -0.9917
52 O -1.8386 1.6129 1.0420

Results
**Relative energy (zero: lowest compared OMol25 entry of this formula, charge and spin)**: 0.9667 eV
**HOMO (spin up / spin down)**: -11.61 / -11.77 eV
**Total charge**: +1
**HOMO-LUMO gap (spin up / spin down)**: 5.888 / 6.387 eV

---

no.,E_tot (hartree)
1,-2571.33065
2,-5347.21086
3,-36586.43972
4,-36586.40423
5,-3504.06261
6,-6992.50022
7,-3121.79988
8,-2385.15025